Record 1
C14H9BCl6IrN | ωB97M-V/def2-TZVPD

For the HOMO energy (spin up / spin down), the calculation gives -12.5 / -12.5 eV. The value obtained for the lowest unoccupied orbital energy (spin up / spin down) is -6.1 / -6.0 eV. The gap between HOMO and LUMO (spin up / spin down) is 0.2356 / 0.2387 Eh.

Structure (ORCA input):
```
! RIJCOSX wB97M-V def2-TZVPD def2/J DEFGRID3
* xyz 1 2
Ir -0.1677 -0.3949 -1.1821
Cl -0.7671 2.3484 0.7304
C -0.9310 0.8066 1.4619
C -0.6863 -0.3359 0.7161
C -0.8314 -1.5854 1.3008
Cl -0.5184 -2.9231 0.2445
C -1.1998 -1.7420 2.6223
Cl -1.3561 -3.2992 3.3001
C -1.4395 -0.5837 3.3772
Cl -1.8943 -0.7340 5.0126
C -1.3084 0.6836 2.8019
Cl -1.6057 2.0858 3.7330
Cl 0.7466 1.8754 -2.4662
C 1.8628 1.5253 -1.1659
C 2.3938 2.5672 -0.4380
C 3.1726 2.2659 0.6695
C 3.3968 0.9463 1.0666
C 2.8689 -0.0898 0.3359
C 2.1189 0.1700 -0.8316
C 1.6849 -0.9322 -1.6900
H 2.1822 3.5907 -0.7129
H 3.5967 3.0780 1.2453
H 3.9931 0.7410 1.9445
H 3.0553 -1.1169 0.6221
H 1.9769 -1.9295 -1.3759
H 1.7380 -0.8113 -2.7740
B -4.1779 -1.0942 -3.3325
C -2.8241 -0.8890 -2.6501
N -1.7835 -0.7415 -2.1335
H -4.5352 0.0056 -3.6629
H -4.8532 -1.6610 -2.5105
H -3.9079 -1.8262 -4.2589
*
```

Here are the natural (NBO) charges for atoms 1 to 4, given in e: 1.093 0.074 -0.076 -0.208

=====

Record 2
C2FI3O | ωB97M-V/def2-TZVPD

For the HOMO energy (spin up / spin down), the calculation gives -8.4 / -8.4 eV. The value obtained for the lowest unoccupied orbital energy (spin up / spin down) is -1.3 / -1.3 eV. The gap between HOMO and LUMO (spin up / spin down) is 0.2603 / 0.2597 Eh.

Structure (ORCA input):
```
! RIJCOSX wB97M-V def2-TZVPD def2/J DEFGRID3
* xyz 0 1
C -0.8091 0.1999 1.1338
C 0.7894 0.1498 -0.6554
O -0.8453 1.1526 1.7933
F 1.8877 0.7413 -0.2130
I -1.9204 -1.5438 1.1336
I 1.0345 -1.9254 -0.9608
I -0.1368 1.2257 -2.2315
*
```

Here are the natural (NBO) charges for atoms 1 to 4, given in e: 0.396 -0.106 -0.483 -0.362

=====

Record 3
C2H3FO2 | ωB97M-V/def2-TZVPD

For the HOMO energy, the calculation gives -9.5 eV. The value obtained for the lowest unoccupied orbital energy is 0.3 eV. The gap between HOMO and LUMO is 0.3610 Eh.

Structure (ORCA input):
```
! RIJCOSX wB97M-V def2-TZVPD def2/J DEFGRID3
* xyz 0 1
C 0.8653 0.7832 0.0619
C 1.6185 -0.3014 -0.0272
O 2.2174 -1.2714 -0.0683
H 1.1145 1.5489 -0.7153
H 0.3921 0.9010 0.9276
O -2.2472 -0.3524 0.3169
F -1.9985 -1.6579 -0.2320
H -1.9621 0.3498 -0.2637
*
```

Here are the natural (NBO) charges for atoms 1 to 4, given in e: -0.828 0.750 -0.436 0.264

=====

Record 4
C3H7BrNS | ωB97M-V/def2-TZVPD

For the HOMO energy, the calculation gives -13.3 eV. The value obtained for the lowest unoccupied orbital energy is -4.2 eV. The gap between HOMO and LUMO is 0.3331 Eh.

Structure (ORCA input):
```
! RIJCOSX wB97M-V def2-TZVPD def2/J DEFGRID3
* xyz 1 1
N -0.5053 -0.8825 -0.5686
C 0.3834 -0.0722 0.2593
C -0.0160 1.3129 0.8408
S 1.3499 2.1556 -0.0404
C 1.6082 0.4476 -0.4953
Br 3.3971 -0.3949 -0.0523
H 0.0934 -1.7907 -0.6887
H -0.9447 -0.5708 -1.4896
H -1.2227 -1.0664 0.1133
H 0.5390 -0.6163 1.1947
H -1.0516 1.6049 0.5317
H 0.0652 1.2219 1.8609
H 1.3081 0.1450 -1.5087
*
```

Here are the natural (NBO) charges for atoms 1 to 4, given in e: -0.696 -0.126 -0.502 0.351

=====

Record 5
C3H6N3O3P | ωB97M-V/def2-TZVPD

For the HOMO energy (spin up / spin down), the calculation gives 1.1 / 0.8 eV. The value obtained for the lowest unoccupied orbital energy (spin up / spin down) is 7.1 / 7.1 eV. The gap between HOMO and LUMO (spin up / spin down) is 0.2219 / 0.2308 Eh.

Structure (ORCA input):
```
! RIJCOSX wB97M-V def2-TZVPD def2/J DEFGRID3
* xyz -2 1
C 0.3216 -1.2458 0.0030
C 1.2378 -0.4469 -0.9406
C -0.5757 -0.2675 0.7515
N 1.1457 1.0895 1.5416
N 2.0931 0.8169 0.8337
N 2.3209 0.1974 -0.2161
O -1.0618 2.0618 -0.4267
O -2.1317 -0.0294 -1.4556
O -3.0383 0.8215 0.7333
P -1.8569 0.6232 -0.1377
H -0.4560 -2.0405 -0.3487
H 0.9298 -1.8525 0.6406
H 1.4912 -1.2143 -1.6424
H 0.6965 0.3295 -1.3479
H -0.7457 -0.7712 1.7588
H -0.3706 1.9282 0.2533
*
```

Here are the natural (NBO) charges for atoms 1 to 4, given in e: -0.449 -0.275 -0.674 -0.350

=====

Record 6
C5H10NOS2 | ωB97M-V/def2-TZVPD

For the HOMO energy, the calculation gives -13.1 eV. The value obtained for the lowest unoccupied orbital energy is -4.8 eV. The gap between HOMO and LUMO is 0.3058 Eh.

Structure (ORCA input):
```
! RIJCOSX wB97M-V def2-TZVPD def2/J DEFGRID3
* xyz 1 1
C 1.0533 -1.3270 -0.6789
C -0.0577 -0.6524 0.0758
C 0.2918 -0.2046 1.4602
N -0.4573 0.5910 -0.7761
C -2.0164 1.0191 -0.5723
O -2.0268 1.9978 0.3868
C -2.6886 -0.1968 -0.1256
S -4.3096 -0.1925 0.0769
S -1.6097 -1.5521 0.1474
H 0.5329 -1.9040 -1.5265
H 1.6673 -2.0830 -0.0938
H 1.6811 -0.6709 -1.2164
H 1.2599 0.3519 1.4536
H 0.3898 -1.1340 2.0436
H -0.5093 0.4730 1.7391
H -0.5715 0.1659 -1.6896
H -0.0613 1.6120 -0.7048
H -2.3272 1.3402 -1.5299
H -2.2038 1.6416 1.2676
*
```

Here are the natural (NBO) charges for atoms 1 to 4, given in e: -0.666 0.020 -0.635 -0.603

=====

Number 1: electronic energy -94793.5695 eV. Number 2: electronic energy -31137.7191 eV. Number 3: electronic energy -8929.8815 eV. Number 4: electronic energy -85583.6719 eV. Number 5: electronic energy -23107.3699 eV. Number 6: electronic energy -30547.0073 eV.